[1]
{
  "formula": "C16H21CoN4O2S4Sb",
  "method": "ωB97M-V/def2-TZVPD",
  "gap_ev": [5.9, 6.2],
  "charge": -2,
  "multiplicity": 4,
  "symbols": ["Co", "S", "Sb", "S", "S", "S", "N", "C", "C", "C", "C", "N", "C", "N", "N", "C", "O", "O", "H", "H", "H", "H", "H", "H", "H", "H", "H", "H", "H", "H", "H", "H", "C", "C", "C", "C", "C", "C", "C", "C", "C", "C", "H", "H", "H", "H", "H", "H", "H"],
  "coordinates": [[-1.0031, 0.2359, -0.5466], [-5.3169, -0.4922, 1.8565], [-4.2881, 0.1698, -0.0915], [-2.5765, -1.4196, -0.7318], [-2.5782, 1.8253, 0.3483], [-5.7362, 0.7009, -1.7975], [-0.6869, -0.2327, 1.5434], [0.7209, -0.3348, 1.9365], [1.0706, 0.7512, 2.9612], [2.4967, 0.6886, 3.5108], [2.8463, -0.6296, 4.2142], [3.2947, -1.6736, 3.2988], [2.4796, -2.8215, 3.1783], [2.5263, -3.7100, 4.3160], [2.5966, -3.5124, 1.9387], [1.6023, -0.1818, 0.6490], [2.7948, -0.4967, 0.7142], [1.0086, 0.2501, -0.3671], [-1.1463, 0.5533, 2.0097], [-1.2179, -1.0663, 1.7875], [0.9204, -1.3269, 2.3705], [0.3653, 0.6820, 3.7994], [0.9248, 1.7272, 2.4859], [2.6258, 1.5110, 4.2225], [3.2031, 0.8390, 2.6933], [1.9809, -0.9789, 4.7946], [3.6651, -0.4401, 4.9256], [3.4410, -1.2805, 2.3642], [2.4380, -3.1767, 5.1703], [1.7803, -4.3968, 4.2600], [2.7475, -2.8459, 1.1866], [1.7726, -4.0721, 1.7411], [-2.4814, 3.5052, -4.9638], [-2.4392, 3.6920, -3.5749], [-1.9336, 2.7150, -2.7663], [-1.4498, 1.4952, -3.2819], [-0.9777, 0.4426, -2.4475], [-0.4285, -0.6646, -3.0617], [-0.3547, -0.7897, -4.4528], [-0.8737, 0.1791, -5.2651], [-1.4369, 1.3379, -4.6993], [-1.9786, 2.3581, -5.5085], [-2.9025, 4.2781, -5.5978], [-2.8142, 4.6107, -3.1457], [-1.8981, 2.8641, -1.6981], [-0.0490, -1.4886, -2.4662], [0.0954, -1.6748, -4.8840], [-0.8519, 0.0811, -6.3449], [-1.9764, 2.2142, -6.5852]],
  "forces_ev_per_angstrom": [[-0.0690, 0.0852, 0.9506], [0.2663, 0.0540, -0.1685], [-0.1511, 0.1168, 0.1602], [-0.0176, -0.1333, -0.1024], [-0.0797, 0.0077, 0.0511], [0.4610, -0.0674, 0.2420], [-0.2121, 0.0931, 0.3345], [0.2653, -0.0656, -0.4290], [0.2598, -0.0644, -0.0595], [-0.1310, -0.1464, 0.0817], [0.3455, 0.2203, 0.2624], [-0.2248, -0.5747, -0.5139], [0.1322, -0.2495, 0.2710], [0.0675, 0.0912, -0.3241], [0.1473, 0.2328, 0.1908], [-0.4164, -0.4687, 1.3153], [0.4659, -0.0703, -0.1242], [-0.6263, 0.4172, -1.0525], [-0.0798, -0.2201, -0.2648], [-0.0131, 0.1374, -0.2063], [-0.0393, 0.2730, -0.1286], [-0.0007, -0.0150, -0.1052], [-0.1358, -0.0011, 0.0358], [0.0144, -0.0248, -0.0346], [0.0769, 0.0917, 0.0497], [0.0675, 0.0041, -0.0686], [-0.2293, 0.0479, 0.0170], [-0.1215, 0.0193, 0.2061], [-0.1377, -0.0841, 0.0346], [0.0635, 0.2078, 0.1418], [-0.1734, -0.0581, -0.0384], [0.1559, 0.1917, -0.0281], [0.0024, -0.0363, -0.3261], [0.0789, -0.0368, 0.1695], [-0.0438, 0.4173, 0.1671], [-0.0412, -0.0851, 0.0153], [0.1406, -0.5204, -0.8000], [0.0552, 0.1589, 0.4705], [0.0168, 0.0942, -0.4005], [0.0934, -0.1366, -0.0304], [0.0765, -0.0592, 0.2864], [-0.0689, 0.2704, -0.2630], [0.0092, -0.0394, -0.0375], [-0.0311, 0.0354, 0.0755], [-0.1213, -0.0318, -0.0583], [-0.0688, 0.0402, 0.0501], [0.0121, -0.0757, -0.0133], [-0.0158, -0.0399, -0.0209], [-0.0244, -0.0033, 0.0197]],
  "lowdin_spin": [2.0144, -0.0001, 0.0056, -0.0013, 0.0814, 0.0122, 0.0028, 0.0188, 0.0018, 0.0031, 0.0215, 0.1189, 0.5015, 0.1464, 0.1219, 0.0065, 0.0084, 0.0370, 0.0001, 0.0014, 0.0186, 0.0006, 0.0001, 0.0006, 0.0005, 0.0046, 0.0020, 0.0056, 0.0057, 0.0064, 0.0052, 0.0118, -0.0020, 0.0028, -0.0030, -0.0163, -0.1459, -0.0011, -0.0047, 0.0106, -0.0065, 0.0008, -0.0002, 0.0002, 0.0012, 0.0011, -0.0011, 0.0005, -0.0003]
}


[2]
{
  "formula": "C16H21LaN7O8",
  "method": "ωB97M-V/def2-TZVPD",
  "gap_ev": 8.3,
  "relative_energy_kcal_mol": 0.0,
  "charge": -1,
  "symbols": ["La", "O", "C", "O", "C", "C", "C", "C", "C", "N", "C", "O", "O", "H", "H", "H", "N", "C", "C", "C", "N", "H", "H", "H", "H", "H", "H", "H", "H", "H", "H", "N", "N", "C", "O", "O", "H", "H", "H", "C", "N", "C", "C", "C", "O", "N", "C", "O", "H", "H", "H", "H", "H"],
  "coordinates": [[0.4794, 0.0706, -0.3776], [4.5308, 0.8882, 1.6315], [3.5584, 0.9236, 0.8743], [2.3290, 0.7143, 1.1909], [3.7724, 1.3958, -0.5867], [4.9612, 2.0604, -0.9851], [5.0270, 2.5747, -2.2562], [3.9350, 2.4908, -3.1073], [2.8046, 1.8217, -2.6318], [2.7384, 1.2767, -1.4169], [1.5010, 1.6594, -3.4198], [1.3510, 2.1490, -4.5402], [0.6085, 1.0184, -2.7625], [5.7727, 2.0754, -0.2640], [5.8769, 3.1360, -2.6127], [3.8892, 2.8909, -4.1046], [-2.3708, 0.5111, -1.6745], [-2.5597, -0.4817, -2.7740], [-2.9749, -1.9111, -2.3140], [-1.8407, -2.6082, -1.6002], [-1.5419, -2.0665, -0.2768], [-3.2483, 0.5219, -1.1448], [-2.1860, 1.4116, -2.1619], [-1.6535, -0.5821, -3.4194], [-3.3081, -0.0591, -3.4514], [-3.2360, -2.4118, -3.2482], [-3.9543, -1.8728, -1.7797], [-0.9913, -2.5355, -2.2858], [-1.9507, -3.7056, -1.4849], [-1.3335, -2.7449, 0.4656], [-2.1949, -1.3405, 0.0058], [1.1359, -1.8130, 1.5746], [1.3786, -2.9857, 0.8359], [1.8011, -2.9503, -0.5344], [2.0364, -4.0804, -0.9749], [1.7026, -1.8351, -1.1445], [1.9750, -1.4582, 2.0865], [0.3109, -1.9707, 2.1649], [1.6049, -3.8834, 1.2740], [-3.0041, -0.0791, 4.8763], [-2.3339, 0.5566, 3.7180], [-2.3846, 1.9578, 3.6967], [-1.8071, 2.6137, 2.6649], [-1.1199, 1.8368, 1.6140], [-0.5641, 2.3958, 0.6171], [-1.0839, 0.4854, 1.6858], [-1.6513, -0.1824, 2.7404], [-1.5066, -1.4116, 2.9018], [-4.0892, 0.1077, 4.7985], [-2.6528, 0.4564, 5.8122], [-2.7722, -1.1819, 4.8881], [-2.8939, 2.4577, 4.5409], [-1.8731, 3.6930, 2.6761]],
  "forces_ev_per_angstrom": [[0.6938, 0.4759, -0.6241], [-0.3741, -0.0989, -0.5639], [-0.0867, 0.4679, 0.3318], [0.3931, -0.1492, -0.5489], [0.6289, 0.5471, -0.1466], [-0.7659, -1.1637, 0.9208], [-0.0674, 0.6292, -0.5801], [-0.9733, -0.7678, 0.5680], [-0.0348, -0.1005, -0.3761], [0.4837, 0.2930, 0.6968], [-0.7908, -0.0022, -0.1562], [0.6422, -0.0424, 0.3687], [-0.4190, -0.2078, 0.2688], [-0.0843, 0.1948, -0.1696], [0.3738, -0.0946, 0.1473], [0.1390, 0.1621, -0.1319], [0.6577, -0.3937, -0.7713], [-0.0319, -0.1700, -0.3833], [-0.7534, 1.1984, -0.3388], [0.2109, -1.3135, 0.1741], [0.5384, 0.7955, 0.1568], [0.4434, 0.5421, -0.2638], [-0.3101, -0.6630, 0.9620], [-0.2909, 0.3054, 0.8765], [-0.2626, -0.3858, -0.1140], [0.2737, -0.3181, 0.0097], [0.7405, -0.0323, 0.1776], [0.3498, 0.2100, 0.2201], [-0.4895, 0.4762, -0.2595], [-0.3277, 0.5675, -0.6081], [0.0715, -0.5316, 0.2713], [0.4597, -0.2058, 0.1021], [0.3900, -0.2670, -0.4426], [-1.3234, -1.3794, 0.7348], [0.5018, 0.7057, -0.3491], [0.2167, 0.0310, 0.1752], [-1.0525, -0.3884, -0.4314], [0.5079, 0.4153, -0.0241], [-0.0076, 0.8144, 0.0428], [0.5807, -0.0369, 0.1893], [-0.6086, 0.8231, 0.8969], [0.5424, -0.9538, -1.0093], [-0.3176, -0.1695, 0.6811], [0.2410, 0.9975, -0.9863], [-0.6328, -0.6930, 1.1306], [-0.9037, -0.0008, 1.0838], [0.9303, -0.6886, 0.2443], [-0.6097, 0.9869, -0.1973], [0.3489, -0.3349, 0.0083], [-0.2557, -0.9250, -0.9405], [-0.2253, 1.3597, 0.0323], [0.3282, -0.4631, -0.6371], [0.3113, -0.0577, -0.4180]],
  "mulliken_charge": [2.1397, -0.7465, 0.1566, -0.6142, 0.5316, -0.7843, -0.2182, -0.7016, 0.2613, 0.2503, 0.2046, -0.7733, -0.5683, 0.4775, 0.3932, 0.4917, -0.4234, -0.7075, -0.8641, -0.5479, -0.2997, 0.2055, 0.2703, 0.2866, 0.4636, 0.3657, 0.3043, 0.2313, 0.4509, 0.1941, 0.1133, -0.3727, -0.2657, 0.5074, -0.7895, -0.7401, 0.2928, 0.2572, 0.2054, -1.0372, 0.0784, -0.1207, -1.0257, 0.9159, -0.7280, 0.0429, 0.3144, -0.8122, 0.3270, 0.3094, 0.2947, 0.3525, 0.4506]
}


[3]
{
  "formula": "C16H21N2O8Rb",
  "method": "ωB97M-V/def2-TZVPD",
  "gap_ev": 6.5,
  "relative_energy_kcal_mol": 11.4,
  "charge": -2,
  "symbols": ["Rb", "O", "C", "C", "N", "C", "C", "O", "O", "C", "C", "O", "O", "H", "H", "H", "H", "H", "H", "H", "H", "H", "C", "C", "O", "C", "C", "C", "C", "C", "C", "O", "H", "H", "H", "H", "H", "H", "H", "C", "C", "N", "O", "H", "H", "H", "H", "H"],
  "coordinates": [[9.7784, 8.7462, 10.6507], [9.8461, 11.1624, 12.9460], [11.2403, 10.7916, 12.9864], [11.4193, 9.6199, 13.9765], [11.1457, 8.3300, 13.3600], [10.1863, 7.6071, 14.0803], [9.5735, 6.3311, 13.4254], [9.3013, 5.4654, 14.2717], [9.4458, 6.2594, 12.1626], [12.4035, 7.6602, 13.0759], [13.3532, 8.2346, 11.9723], [14.5596, 8.0687, 12.1399], [12.7320, 8.8321, 11.0627], [9.6699, 11.5933, 12.1063], [11.7668, 11.7805, 13.2212], [11.6762, 10.5211, 12.0448], [10.6966, 9.8670, 14.7690], [12.4209, 9.7345, 14.4000], [9.3210, 8.3154, 14.1729], [10.4691, 7.2766, 15.0839], [12.1386, 6.6770, 12.7710], [13.0721, 7.6374, 13.9463], [5.3414, 9.7438, 8.8511], [6.7018, 10.3663, 9.0615], [7.7153, 9.6676, 8.8755], [6.6576, 11.7575, 9.6050], [5.4273, 12.4528, 9.4820], [5.3990, 13.8068, 9.7892], [6.4781, 14.4568, 10.4095], [7.6767, 13.7246, 10.6403], [7.8423, 12.4001, 10.1792], [8.9877, 11.8028, 10.2023], [4.8210, 10.2254, 8.0257], [4.6593, 9.7604, 9.6925], [5.5318, 8.6859, 8.6080], [4.5585, 11.9787, 9.0411], [4.5518, 14.4425, 9.5731], [6.3646, 15.5182, 10.7096], [8.4942, 14.1819, 11.2142], [12.4513, 11.7741, 9.2322], [11.9965, 11.9869, 7.8234], [10.6623, 11.6579, 7.6726], [12.7457, 12.4338, 6.9513], [13.2228, 11.0361, 9.3157], [11.5781, 11.4770, 9.8426], [12.8646, 12.7177, 9.5887], [10.1208, 11.5281, 8.5350], [10.1816, 11.7423, 6.7783]],
  "forces_ev_per_angstrom": [[0.3192, -0.1221, 0.2978], [0.2587, -0.8433, 0.0979], [0.1256, 1.7584, 0.7350], [-0.5731, 1.9124, -0.4881], [1.7936, 1.7488, -0.7212], [-2.2288, -0.3854, 0.1968], [0.7316, -0.2122, -0.6138], [-0.5142, -0.4390, 0.0384], [-0.0325, 0.5542, 0.6972], [0.6817, 0.0859, 0.3733], [-1.8269, 0.4422, 0.5098], [0.7892, -0.2184, -0.0742], [0.1256, 0.3301, -1.0689], [-0.2066, 0.1766, -0.6225], [-0.0688, -1.3844, 0.4916], [-0.1962, -0.4314, -0.7542], [0.1836, -0.4203, 0.0253], [0.1835, -0.4913, 0.0740], [0.4118, -0.6216, 0.2672], [0.2724, 0.1476, 0.2270], [0.0149, -1.1311, -0.2000], [-0.2678, -0.3473, 0.4127], [0.0761, -1.3340, -0.8190], [1.0053, -0.0242, 1.2444], [-1.5458, 1.1978, -0.0163], [0.1273, -0.3853, -0.2955], [1.3805, 0.7939, -0.0516], [-0.3841, 0.4756, 0.2534], [1.4996, -1.3209, 0.2023], [-1.3723, 1.9227, 0.5534], [0.5258, -1.4042, -1.0533], [-0.8069, 0.5336, 0.4429], [-0.0094, -0.1143, -0.2134], [0.1725, 0.2723, 0.3933], [-0.1962, 0.3933, -0.0919], [0.1176, 0.1462, 0.0893], [-0.4234, -0.2961, -0.0184], [0.2689, -0.8092, -0.1850], [-0.2255, -0.2071, -0.4836], [-0.8439, 0.4227, 0.5454], [-0.4135, 0.1684, -0.5070], [0.7259, 0.1732, -0.1901], [-0.9022, -0.5042, 0.2043], [0.3326, -0.5881, -0.0458], [0.7430, 0.1945, 0.0261], [-0.0628, 0.0173, 0.1280], [-0.1668, 0.0681, -0.5673], [0.4014, 0.0993, 0.5542]],
  "mulliken_charge": [0.8606, -0.5780, 0.3655, -1.4095, 1.0154, -0.6480, 0.3103, -0.7926, -0.7292, -0.9714, 0.4185, -0.8137, -0.5810, 0.2209, 0.2772, -0.1553, 0.4830, 0.3099, 0.3135, 0.2333, 0.4054, 0.2868, -1.5297, 1.1157, -0.6481, 0.7058, -0.8495, -0.6764, -0.5773, -0.3282, 0.2579, -0.5882, 0.3646, 0.3881, 0.3427, 0.2034, 0.3210, 0.3158, 0.3709, -0.3261, 0.4892, -0.2063, -0.7248, 0.2822, -0.0714, 0.2444, 0.0786, 0.2240]
}


[4]
{
  "formula": "C16H21N2OS",
  "method": "ωB97M-V/def2-TZVPD",
  "gap_ev": 5.2,
  "charge": 1,
  "symbols": ["C", "C", "C", "C", "C", "C", "C", "C", "S", "O", "H", "H", "H", "H", "H", "H", "H", "H", "H", "H", "H", "N", "C", "C", "C", "C", "H", "H", "H", "H", "H", "N", "C", "C", "C", "C", "H", "H", "H", "H", "H"],
  "coordinates": [[0.9771, -1.8352, 1.2046], [0.8718, -0.3055, 0.7135], [2.1475, 0.5009, 0.3789], [2.0709, 1.9998, -0.0594], [0.6450, 2.6179, -0.1444], [-0.6541, 1.7960, 0.1876], [-0.5880, 0.2904, 0.6441], [-1.8902, -0.5442, 1.0282], [-2.5045, -1.6951, -0.2887], [-2.5175, -0.9532, -1.8032], [0.5071, -2.5743, 0.4715], [2.0657, -2.1462, 1.3438], [0.4580, -1.8777, 2.2271], [3.2048, 0.0555, 0.4656], [3.0094, 2.6268, -0.2806], [0.5343, 3.7167, -0.4372], [-1.6375, 2.3586, 0.0772], [-1.6414, -1.1293, 1.9951], [-2.7136, 0.2063, 1.3346], [-1.5853, -2.7509, -0.4451], [-3.3062, -0.3501, -1.7583], [4.5651, 3.2300, 2.2604], [4.2330, 4.0916, 3.2723], [5.3744, 4.7493, 3.6602], [6.4337, 4.2716, 2.8490], [5.9048, 3.3375, 1.9929], [3.9248, 2.6144, 1.7868], [3.2162, 4.1607, 3.6286], [5.4397, 5.4929, 4.4406], [7.4686, 4.5780, 2.8871], [6.3644, 2.7406, 1.2194], [-4.3485, -3.8282, -4.3907], [-5.6065, -4.3681, -4.4084], [-6.1105, -4.3131, -3.1319], [-5.1223, -3.7126, -2.3143], [-4.0469, -3.4211, -3.1194], [-3.7402, -3.7431, -5.1893], [-6.0331, -4.7454, -5.3252], [-7.0830, -4.6652, -2.8216], [-5.1902, -3.5147, -1.2538], [-3.0965, -2.9624, -2.8977]],
  "forces_ev_per_angstrom": [[0.2913, 1.1604, 0.1491], [-0.4916, 1.4287, -0.5357], [-2.6709, 2.0789, -0.3045], [-3.9843, -2.2590, 1.0414], [0.4355, -3.0958, 0.9776], [3.1553, -1.4772, 0.1703], [3.6046, 2.9714, -1.3883], [2.4712, 2.0839, 0.9938], [-1.0817, -0.0513, -0.5896], [0.2791, -0.1533, 2.5046], [0.5534, 1.0390, 0.9682], [-1.5291, 0.4887, -0.1921], [0.7634, -0.2573, -1.4645], [-2.0671, 0.4212, -0.0787], [-1.7259, -1.1664, 0.3068], [0.0890, -1.8506, 0.4647], [1.3964, -0.9745, 0.2748], [-0.6520, 0.2608, -1.8199], [0.8917, -1.4886, -1.0000], [-0.2550, 1.5855, -0.1578], [0.5448, -0.6358, -0.3002], [0.0107, 0.0353, -0.0513], [-0.0543, 0.0516, 0.1118], [-0.2781, -0.0072, 0.0466], [0.0897, -0.1593, -0.2132], [0.1219, -0.0227, -0.0197], [0.1038, 0.1156, 0.1906], [0.1132, 0.0101, -0.0035], [-0.0164, -0.0775, -0.0826], [-0.1094, -0.0377, -0.0141], [0.0010, 0.0691, 0.0938], [-0.0550, 0.0166, 0.0579], [0.0411, -0.0073, 0.0630], [-0.1508, -0.0821, -0.2222], [0.2263, 0.1646, 0.0663], [0.0655, -0.0411, -0.0263], [-0.1259, -0.0259, 0.1277], [0.0167, 0.0262, 0.1204], [0.1075, 0.0375, -0.0430], [-0.0358, -0.0547, -0.0664], [-0.0897, -0.1199, -0.1557]],
  "mulliken_charge": [-1.1157, 1.0853, -0.6043, -0.5898, -0.5844, -0.7275, 0.5687, -0.7834, 0.3257, -0.3635, 0.1366, 0.3691, 0.2737, 0.2835, 0.5763, 0.3371, 0.2935, 0.3729, 0.4528, 0.2931, 0.3824, 0.0667, -0.4333, -0.4860, -0.5513, -0.2835, 0.2184, 0.3548, 0.3838, 0.3799, 0.3459, -0.0118, -0.4457, -0.7270, 0.0189, -0.4026, 0.2010, 0.3777, 0.3894, 0.3534, 0.2692]
}